Record 1
A structure of composition C45H57AsN2PdS2SbSi2. Source: the Open Molecules 2025 dataset; level of theory: ωB97M-V with the def2-TZVPD basis set.

```
111
Properties=species:S:1:pos:R:3:mulliken_spin:R:1
Pd 1.196 1.125 1.216 0.477
S -0.276 0.794 -0.712 0.168
C -1.935 0.716 -0.162 0.305
N -2.908 0.874 -1.094 0.314
C -4.282 0.959 -0.616 -0.024
C -4.492 -0.032 0.501 0.027
N -3.519 0.226 1.553 0.130
C -3.911 -0.227 2.888 -0.001
C -4.103 -1.726 2.935 -0.009
C -3.083 -2.571 2.507 0.015
C -3.257 -3.945 2.526 -0.001
C -4.452 -4.490 2.981 0.001
C -5.470 -3.653 3.411 0.000
C -5.297 -2.274 3.381 0.000
C -2.244 0.521 1.219 0.035
S -1.040 0.688 2.413 0.223
C -2.735 0.588 -2.525 -0.013
C -3.255 -0.794 -2.849 -0.015
C -2.653 -1.911 -2.276 0.000
C -3.163 -3.177 -2.514 -0.007
C -4.276 -3.338 -3.330 0.004
C -4.872 -2.231 -3.914 -0.002
C -4.363 -0.961 -3.670 0.010
H -4.951 0.741 -1.446 -0.002
H -4.477 1.975 -0.262 0.009
H -4.399 -1.059 0.131 0.001
H -5.489 0.088 0.925 0.001
H -4.848 0.272 3.143 0.003
H -3.153 0.100 3.594 -0.001
H -2.147 -2.153 2.150 -0.007
H -2.458 -4.594 2.186 0.000
H -4.589 -5.563 2.998 0.000
H -6.404 -4.070 3.763 0.000
H -6.100 -1.623 3.711 0.000
H -1.686 0.692 -2.785 -0.009
H -3.293 1.344 -3.079 0.001
H -1.774 -1.797 -1.649 0.034
H -2.686 -4.040 -2.067 0.000
H -4.675 -4.327 -3.513 0.000
H -5.733 -2.352 -4.557 0.000
H -4.830 -0.095 -4.126 0.000
C 0.883 -4.142 3.637 -0.002
C 1.575 -4.899 2.532 -0.001
C 2.171 -6.124 2.825 0.000
C 2.848 -6.849 1.857 0.000
C 2.941 -6.353 0.567 0.000
C 2.349 -5.137 0.257 0.000
C 1.664 -4.404 1.223 0.003
Sb 0.715 -2.525 0.773 0.038
C 2.293 -1.381 1.745 -0.039
C 1.882 -0.785 2.951 0.060
C 2.804 -0.306 3.880 -0.019
C 4.156 -0.421 3.613 -0.003
C 4.575 -1.038 2.442 -0.005
C 3.671 -1.542 1.511 0.012
C 4.219 -2.326 0.348 0.000
C 0.989 -2.624 -1.370 -0.003
C 0.245 -3.698 -1.878 0.003
C 0.133 -3.937 -3.235 0.000
C 0.760 -3.080 -4.128 0.000
C 1.489 -2.010 -3.645 0.000
C 1.620 -1.763 -2.275 0.003
C 2.462 -0.585 -1.871 0.006
H 0.739 -4.777 4.510 0.000
H -0.101 -3.774 3.331 0.001
H 1.474 -3.279 3.952 0.000
H 2.101 -6.514 3.835 0.000
H 3.301 -7.798 2.112 0.000
H 3.469 -6.908 -0.198 0.000
H 2.429 -4.761 -0.755 0.000
H 0.835 -0.810 3.227 0.001
H 2.456 0.123 4.811 -0.004
H 4.888 -0.063 4.326 -0.001
H 5.636 -1.167 2.258 0.000
H 5.055 -1.802 -0.119 0.000
H 3.470 -2.531 -0.409 0.000
H 4.592 -3.290 0.703 0.000
H -0.259 -4.374 -1.191 0.000
H -0.444 -4.781 -3.594 0.000
H 0.680 -3.246 -5.195 0.000
H 1.982 -1.341 -4.342 0.000
H 2.090 0.337 -2.328 0.002
H 3.491 -0.718 -2.210 -0.002
H 2.485 -0.444 -0.794 0.002
C 4.386 1.635 -0.117 -0.008
Si 3.094 2.665 0.747 0.035
C 3.361 2.928 2.592 0.045
C 3.291 4.385 0.003 0.018
As 0.699 2.886 -0.445 0.168
Si -0.727 4.266 0.964 0.002
C -0.486 4.051 2.809 0.025
C -2.502 4.001 0.452 0.020
C -0.205 5.985 0.438 0.004
H 5.359 2.108 0.049 0.000
H 4.202 1.631 -1.193 0.000
H 4.435 0.610 0.238 0.002
H 4.426 3.141 2.739 0.005
H 3.102 2.091 3.235 -0.018
H 2.802 3.808 2.917 0.001
H 4.275 4.748 0.320 0.004
H 2.558 5.116 0.348 -0.008
H 3.271 4.369 -1.086 -0.001
H -1.372 3.608 3.262 -0.002
H -0.316 5.028 3.268 0.003
H 0.359 3.409 3.050 -0.007
H -2.822 2.970 0.607 -0.008
H -2.667 4.278 -0.592 0.002
H -3.135 4.642 1.074 0.000
H 0.755 6.271 0.872 -0.001
H -0.943 6.706 0.801 0.000
H -0.139 6.090 -0.646 -0.001
```

**Total charge**: +1
**LUMO energy (spin up / spin down)**: -0.0897 / -0.1523 Eh
**E_HOMO (spin up / spin down)**: -9.688 / -10.262 eV
**Spin multiplicity**: 3
**<S²>**: 2.0132
**Kohn-Sham gap (spin up / spin down)**: 7.2 / 6.1 eV
**Molar mass**: 1049.37 g/mol
**ΔE to the lowest compared entry with this formula, charge and spin**: 178.76 kJ/mol

=====

Record 2
A cluster of 9 separate species, C64H131FN6O8S2 in total in a non-equilibrium geometry. Source: the Open Molecules 2025 dataset; level of theory: ωB97M-V with the def2-TZVPD basis set.

```
212
Properties=species:S:1:pos:R:3:lowdin_charge:R:1
F 1.378 3.028 -3.757 0.058
C 1.247 4.253 -3.205 -0.302
C 1.262 4.361 -1.837 -0.047
C 1.197 5.628 -1.279 -0.082
C 1.122 6.763 -2.090 -0.107
C 1.064 6.625 -3.459 -0.075
C 1.174 5.334 -4.032 -0.012
H 1.290 3.488 -1.201 0.088
H 1.244 5.745 -0.200 0.107
H 1.080 7.739 -1.623 0.104
H 0.971 7.500 -4.078 0.107
H 1.135 5.179 -5.098 0.121
C 4.872 0.542 2.700 -0.021
C 4.793 1.673 1.630 -0.526
C 6.108 2.332 1.641 -0.169
C 6.487 3.274 0.472 -0.141
C 6.263 2.448 -0.789 -0.150
C 4.883 1.784 -0.959 -0.500
N 4.663 1.015 0.292 -0.043
O 3.410 0.323 0.175 -0.061
C 3.838 2.862 -1.353 -0.025
C 4.967 0.810 -2.120 -0.032
C 3.646 2.599 2.011 -0.019
H 3.990 -0.096 2.775 0.056
H 5.065 0.989 3.685 0.093
H 5.747 -0.072 2.458 0.081
H 6.160 2.820 2.631 0.130
H 6.803 1.480 1.678 0.118
H 7.480 3.754 0.483 0.116
H 5.733 4.077 0.571 0.106
H 6.998 1.627 -0.879 0.126
H 6.395 3.074 -1.676 0.116
H 2.890 2.335 -1.457 0.054
H 3.700 3.686 -0.662 0.066
H 4.060 3.272 -2.340 0.098
H 5.383 1.291 -3.011 0.096
H 5.601 -0.033 -1.837 0.067
H 3.983 0.411 -2.351 0.084
H 3.473 3.509 1.434 0.076
H 3.712 2.868 3.074 0.092
H 2.756 1.971 1.945 0.051
H 2.683 0.917 0.415 0.027
C -4.153 -0.604 1.242 -0.033
C -4.754 -0.259 -0.148 -0.464
C -3.898 0.824 -0.817 -0.150
C -4.187 1.060 -2.289 -0.167
C -3.950 -0.264 -2.964 -0.149
C -4.763 -1.435 -2.481 -0.578
N -4.551 -1.459 -1.010 -0.040
O -5.427 -2.514 -0.462 -0.048
C -6.146 -1.287 -2.946 -0.032
C -4.123 -2.706 -2.973 -0.026
C -6.254 0.231 0.015 -0.003
H -4.227 0.319 1.818 0.084
H -3.093 -0.831 1.123 0.058
H -4.694 -1.397 1.780 0.084
H -4.104 1.746 -0.244 0.124
H -2.821 0.615 -0.703 0.066
H -3.579 1.896 -2.644 0.084
H -5.234 1.375 -2.404 0.095
H -2.883 -0.503 -2.832 0.108
H -4.132 -0.211 -4.044 0.131
H -6.726 -2.030 -2.392 0.091
H -6.548 -0.310 -2.657 0.081
H -6.312 -1.436 -4.012 0.097
H -4.095 -2.653 -4.065 0.093
H -3.083 -2.637 -2.624 0.082
H -4.579 -3.640 -2.637 0.074
H -6.430 0.373 1.082 0.072
H -6.987 -0.494 -0.335 0.070
H -6.450 1.193 -0.467 0.073
H -4.779 -3.049 0.005 0.040
C -5.933 6.228 -2.985 -0.032
C -5.636 4.982 -3.811 -0.535
C -5.874 5.287 -5.277 -0.164
C -4.723 5.980 -5.941 -0.165
C -3.407 5.147 -5.801 -0.126
C -3.084 4.818 -4.376 -0.530
N -4.291 4.422 -3.613 -0.045
O -3.990 4.195 -2.205 -0.047
C -2.156 3.605 -4.434 -0.038
C -2.290 5.955 -3.748 -0.022
C -6.622 3.899 -3.376 -0.038
H -5.302 7.092 -3.207 0.080
H -5.850 6.029 -1.915 0.071
H -6.982 6.506 -3.162 0.091
H -5.961 4.320 -5.796 0.126
H -6.827 5.817 -5.379 0.129
H -4.593 7.001 -5.553 0.110
H -5.037 6.060 -6.995 0.114
H -2.511 5.442 -6.359 0.128
H -3.702 4.163 -6.174 0.114
H -2.658 2.713 -4.831 0.091
H -1.291 3.788 -5.088 0.085
H -1.761 3.380 -3.432 0.067
H -1.775 5.685 -2.827 0.061
H -1.517 6.272 -4.450 0.075
H -2.912 6.826 -3.538 0.087
H -6.314 2.988 -3.894 0.081
H -7.604 4.141 -3.774 0.082
H -6.721 3.696 -2.312 0.082
H -3.854 5.073 -1.800 0.026
C 7.522 -2.826 -0.541 -0.007
C 6.500 -3.695 -1.298 -0.561
C 6.818 -5.146 -1.218 -0.143
C 6.680 -5.731 0.227 -0.159
C 5.266 -5.511 0.688 -0.155
C 4.704 -4.101 0.462 -0.484
N 5.101 -3.600 -0.851 -0.078
O 4.560 -2.301 -1.096 -0.036
C 3.139 -4.252 0.364 -0.026
C 5.021 -3.196 1.691 -0.013
C 6.509 -3.315 -2.765 -0.036
H 7.672 -3.091 0.500 0.061
H 7.000 -1.867 -0.569 0.071
H 8.498 -2.664 -1.013 0.092
H 6.159 -5.689 -1.913 0.127
H 7.839 -5.225 -1.619 0.124
H 7.400 -5.242 0.893 0.104
H 6.886 -6.802 0.247 0.108
H 5.112 -5.730 1.753 0.124
H 4.634 -6.211 0.118 0.120
H 2.944 -4.917 -0.482 0.083
H 2.728 -4.708 1.272 0.078
H 2.657 -3.298 0.154 0.059
H 4.530 -3.599 2.580 0.079
H 6.073 -3.056 1.938 0.073
H 4.571 -2.213 1.536 0.060
H 5.741 -3.859 -3.320 0.095
H 7.507 -3.520 -3.181 0.093
H 6.329 -2.249 -2.890 0.070
H 4.832 -1.685 -0.405 0.052
C 1.683 -0.208 8.470 -0.045
C 0.920 -0.270 7.158 -0.567
C 1.566 0.772 6.208 -0.131
C 1.402 0.563 4.715 -0.159
C 1.845 -0.863 4.366 -0.162
C 1.055 -1.909 5.102 -0.547
N 1.239 -1.565 6.535 -0.022
O 0.642 -2.633 7.438 -0.041
C -0.385 -1.876 4.580 -0.017
C 1.691 -3.242 4.817 -0.035
C -0.498 0.073 7.435 -0.040
H 2.728 -0.434 8.223 0.088
H 1.333 -0.916 9.220 0.081
H 1.619 0.819 8.857 0.091
H 1.276 1.763 6.580 0.125
H 2.655 0.680 6.372 0.117
H 1.995 1.243 4.109 0.091
H 0.351 0.746 4.471 0.108
H 2.903 -0.929 4.684 0.122
H 1.804 -1.114 3.283 0.124
H -0.319 -2.033 3.496 0.071
H -0.963 -2.703 5.000 0.087
H -0.905 -0.938 4.742 0.064
H 1.689 -3.432 3.730 0.086
H 2.722 -3.193 5.171 0.091
H 1.142 -4.030 5.333 0.082
H -0.565 1.010 7.995 0.090
H -0.931 -0.743 8.037 0.094
H -1.086 0.184 6.513 0.077
H 1.414 -3.077 7.810 0.089
C -4.071 -5.778 -0.669 -0.017
C -2.940 -6.607 -0.011 -0.540
C -1.640 -6.468 -0.755 -0.139
C -0.932 -5.120 -0.545 -0.151
C -0.643 -4.933 0.942 -0.163
C -1.850 -5.000 1.797 -0.516
N -2.668 -6.220 1.387 -0.062
O -3.834 -6.336 2.219 -0.027
C -1.427 -5.265 3.248 -0.021
C -2.585 -3.672 1.727 -0.030
C -3.325 -8.067 0.017 -0.032
H -4.995 -5.971 -0.124 0.087
H -4.273 -6.148 -1.679 0.090
H -3.926 -4.699 -0.745 0.042
H -0.948 -7.240 -0.418 0.120
H -1.852 -6.652 -1.816 0.131
H -1.486 -4.260 -0.949 0.099
H -0.014 -5.221 -1.139 0.110
H -0.115 -4.021 1.247 0.112
H -0.010 -5.767 1.281 0.126
H -0.811 -4.442 3.604 0.048
H -2.336 -5.271 3.857 0.087
H -0.901 -6.216 3.379 0.098
H -3.475 -3.676 2.366 0.092
H -1.948 -2.895 2.151 0.070
H -2.848 -3.380 0.703 0.066
H -4.079 -8.301 0.763 0.082
H -2.480 -8.759 0.101 0.090
H -3.792 -8.219 -0.966 0.087
H -4.427 -5.620 1.967 0.075
C 0.587 -1.083 -0.358 -0.240
S -0.224 0.457 -0.012 0.828
O 0.745 1.350 0.694 -0.545
C -0.361 1.123 -1.622 -0.260
H 0.828 -1.576 0.587 0.045
H 1.493 -0.891 -0.929 0.056
H -0.107 -1.700 -0.937 0.060
H -0.773 0.420 -2.346 0.066
H 0.608 1.506 -1.955 0.046
H -1.061 1.952 -1.491 0.045
C -1.419 7.431 0.291 -0.266
S -2.749 6.305 0.591 0.836
O -3.672 6.477 -0.539 -0.530
C -1.903 4.783 0.316 -0.260
H -1.152 7.411 -0.759 0.035
H -0.542 7.310 0.930 0.063
H -1.895 8.397 0.516 0.057
H -1.556 4.814 -0.723 0.040
H -2.660 4.007 0.436 0.052
H -1.083 4.678 1.027 0.067
```

**LUMO energy**: 0.0098 Eh
**E_HOMO**: -8.180 eV
**Spin multiplicity**: 1
**Kohn-Sham gap**: 8.4 eV
**Molar mass**: 1195.92 g/mol
**ΔE to the lowest compared entry with this formula, charge and spin**: 0.00 kJ/mol

=====

Record 3
An isolated molecule of C17H18N2O2S. Source: the Open Molecules 2025 dataset; level of theory: ωB97M-V with the def2-TZVPD basis set.

```
40
Properties=species:S:1:pos:R:3:nbo_charge:R:1
C -7.218 -0.295 1.826 -0.634
C -6.910 0.575 0.615 -0.073
O -5.507 0.664 0.380 -0.509
C -4.943 -0.341 -0.306 0.783
O -5.563 -1.282 -0.744 -0.608
C -3.486 -0.159 -0.478 -0.199
C -2.778 -1.118 -1.203 -0.135
C -1.422 -0.987 -1.387 -0.257
C -0.730 0.104 -0.848 0.165
N 0.638 0.154 -1.100 -0.575
C 1.633 0.969 -0.643 0.294
S 1.457 2.135 0.512 -0.242
N 2.830 0.747 -1.238 -0.582
C 4.075 1.358 -0.827 -0.273
C 4.967 0.363 -0.131 0.046
C 4.532 -0.251 1.038 -0.242
C 5.328 -1.184 1.676 -0.191
C 6.568 -1.512 1.154 -0.218
C 7.009 -0.904 -0.009 -0.206
C 6.209 0.026 -0.651 -0.245
C -1.438 1.065 -0.128 -0.215
C -2.799 0.930 0.052 -0.146
H -6.897 -1.316 1.639 0.224
H -6.699 0.085 2.703 0.210
H -8.288 -0.291 2.016 0.215
H -7.395 0.163 -0.277 0.199
H -7.237 1.604 0.775 0.188
H -3.316 -1.958 -1.614 0.238
H -0.882 -1.734 -1.953 0.205
H 0.941 -0.577 -1.735 0.384
H 2.920 -0.040 -1.866 0.383
H 3.815 2.176 -0.148 0.260
H 4.574 1.771 -1.709 0.202
H 3.569 0.014 1.449 0.227
H 4.982 -1.653 2.586 0.214
H 7.192 -2.238 1.654 0.214
H 7.976 -1.154 -0.418 0.213
H 6.557 0.500 -1.559 0.208
H -0.925 1.914 0.289 0.248
H -3.341 1.678 0.610 0.230
```

**LUMO energy**: 0.0161 Eh
**E_HOMO**: -8.375 eV
**SMILES**: CCOC(=O)c1ccc(NC(=S)NCc2ccccc2)cc1
**Spin multiplicity**: 1
**Kohn-Sham gap**: 8.8 eV
**Molar mass**: 314.41 g/mol
**ΔE to the lowest compared entry with this formula, charge and spin**: 62.99 kJ/mol

=====

Record 4
An isolated molecule of C3H4FNO2 in a non-equilibrium geometry. Source: the Open Molecules 2025 dataset; level of theory: ωB97M-V with the def2-TZVPD basis set.

```
11
Properties=species:S:1:pos:R:3:nbo_charge:R:1
C -1.463 1.182 0.232 -0.727
C -0.623 0.159 -0.320 -0.060
C 1.128 -0.289 0.220 0.520
F 1.766 0.479 1.098 -0.280
N 1.617 -1.411 -0.372 0.383
O 0.952 -2.072 -1.146 -0.398
O 2.743 -1.667 0.029 -0.383
H -1.123 1.445 1.195 0.241
H -1.500 2.027 -0.402 0.248
H -2.634 0.823 0.433 0.237
H -0.862 -0.677 -0.969 0.219
```

**LUMO energy (spin up / spin down)**: -0.0604 / -0.0313 Eh
**E_HOMO (spin up / spin down)**: -9.369 / -9.719 eV
**SMILES**: C/C=C(\F)[N+](=O)[O-]
**Spin multiplicity**: 1
**Kohn-Sham gap (spin up / spin down)**: 7.7 / 8.9 eV
**Molar mass**: 105.07 g/mol
**ΔE to the lowest compared entry with this formula, charge and spin**: 772.16 kJ/mol